Here is a cluster of 13 separate species, H25O16S in total at a distorted geometry from OMol25. Energies are from wB97M-V/def2-TZVPD.

ORCA input file:
```
! RIJCOSX wB97M-V def2-TZVPD def2/J DEFGRID3
* xyz -1 1
O 27.541 8.152 47.657
H 27.523 7.284 47.947
H 26.622 8.151 47.417
H 27.469 8.695 48.476
S 24.023 7.085 46.680
O 23.367 7.370 47.971
O 23.154 7.535 45.612
O 25.285 7.783 46.598
O 24.311 5.598 46.688
O 21.906 9.755 44.981
H 22.239 8.839 45.226
H 21.940 9.742 43.959
O 24.919 4.516 48.884
H 24.660 4.952 47.962
H 24.735 5.283 49.391
O 22.099 3.745 46.966
H 22.516 3.109 46.350
H 22.732 4.437 47.023
O 25.247 3.461 45.739
H 24.698 3.102 45.053
H 24.997 4.359 45.850
O 23.380 9.732 49.043
H 22.967 9.739 49.857
H 23.176 8.867 48.698
O 23.182 7.649 42.983
H 23.974 7.170 42.621
H 23.251 7.419 43.814
O 21.144 6.063 45.302
H 21.391 5.370 45.981
H 21.917 6.508 45.295
O 20.902 7.332 48.400
H 21.820 7.145 48.241
H 20.963 7.128 49.388
O 24.091 6.456 50.534
H 23.625 6.893 49.836
H 24.404 7.069 51.098
O 25.807 10.575 46.007
H 25.130 11.199 46.003
H 25.407 9.738 46.543
O 26.513 6.878 44.410
H 25.658 6.723 43.921
H 26.189 7.243 45.217
*
```

Output
**Orbital gap**: 7.79 eV
**E**: -44000.8004 eV
**HOMO**: -6.925 eV
**Energy above the lowest of the compared OMol25 structures with the same formula, charge and spin**: 0.699 eV